No. 1
C30H30AsN5O4ReS | wB97M-V/def2-TZVPD

charge = +2
multiplicity = 4
E = -4447.800897 Eh

The geometry in XYZ format:
```
72
Properties=species:S:1:pos:R:3:forces:R:3
Re 0.318282 0.906484 0.085910 -0.33 0.02 -0.25
N 0.359478 4.372520 -2.214517 -0.06 0.05 0.02
C 1.429972 3.846734 -2.932483 0.05 -0.02 -0.01
C 2.247096 4.416104 -3.901549 -0.03 -0.01 0.02
C 3.220677 3.596819 -4.430058 0.03 0.01 -0.03
C 3.365819 2.262127 -4.017963 0.02 -0.03 -0.02
C 2.552199 1.699278 -3.057225 -0.10 0.07 0.05
C 1.572075 2.525444 -2.501285 -0.03 -0.03 0.03
N 0.583346 2.284696 -1.529537 0.10 -0.02 -0.09
C -0.105547 3.418706 -1.406672 0.13 0.02 -0.04
C -1.256590 3.433345 -0.527254 -0.27 -0.27 -0.27
C -2.332145 4.254692 -0.472219 -0.03 0.13 -0.06
S -3.576918 3.530690 0.440285 0.02 -0.07 0.02
C -2.614239 2.162361 0.693682 0.11 0.04 0.46
N -1.415849 2.244873 0.170312 0.23 0.25 0.02
H -0.004984 5.309011 -2.296432 0.00 0.00 -0.01
H 2.126721 5.439490 -4.229349 -0.01 0.00 0.01
H 3.882790 3.987459 -5.190308 0.00 -0.01 0.00
H 4.130252 1.654120 -4.482236 0.00 0.00 0.01
H 2.641103 0.662187 -2.776317 0.03 -0.04 0.00
H -2.480136 5.205839 -0.958925 0.01 0.00 0.02
H -2.929752 1.313633 1.285553 -0.02 0.02 -0.03
N 2.348056 1.572590 0.636579 -0.09 0.39 -0.07
C 3.511973 0.628305 0.568064 -0.02 -0.02 0.15
C 3.094225 -0.837968 0.558848 -0.04 0.04 0.08
C 2.387508 -1.170888 -0.725108 0.16 -0.02 -0.04
O 2.681276 -2.042125 -1.488317 -0.04 -0.01 0.04
O 1.382466 -0.314670 -1.021077 -0.05 -0.04 0.32
H 2.554537 2.381721 0.057112 0.11 -0.03 -0.08
H 2.266575 1.938897 1.602750 -0.02 -0.12 0.03
H 4.141059 0.813473 1.437477 0.02 0.04 -0.02
H 4.096794 0.866222 -0.319272 -0.03 -0.03 -0.03
H 2.428750 -1.039423 1.405628 0.02 -0.02 0.00
H 3.966333 -1.479830 0.657733 0.01 0.01 0.00
O -1.928953 -0.607112 2.045256 -0.06 0.01 -0.05
C -1.057810 -0.082603 2.704906 -0.01 0.08 0.06
N -0.005569 0.674168 2.151144 0.26 -0.46 -0.09
C 0.732327 1.217036 3.235713 -0.10 0.01 0.03
O 1.671252 1.980121 3.145762 0.01 0.01 -0.01
C 0.142527 0.722918 4.498192 0.04 0.02 -0.02
C 0.522412 0.949497 5.804420 0.00 0.02 0.03
C -0.242621 0.334329 6.792626 0.00 0.00 -0.01
C -1.339308 -0.462770 6.469369 0.00 0.01 -0.01
C -1.714273 -0.676361 5.145058 -0.02 -0.02 0.02
C -0.943353 -0.067210 4.176788 0.00 -0.04 -0.03
H 1.372397 1.572324 6.047686 0.00 0.00 0.00
H 0.016901 0.476330 7.832947 0.00 0.00 0.00
H -1.908420 -0.923298 7.265417 0.00 0.00 0.00
H -2.565174 -1.292961 4.889001 0.01 0.00 0.00
C -3.248886 -0.961505 -0.586389 -0.03 0.04 -0.06
As -1.323481 -0.965694 -0.700039 -0.03 0.00 -0.01
C -1.085857 -1.164672 -2.605917 -0.01 0.06 -0.03
C -0.785921 -2.664411 0.109688 0.01 -0.02 0.02
C -1.188354 -3.832874 -0.741243 0.04 0.00 0.01
C -2.364112 -4.525089 -0.468141 -0.05 0.03 -0.04
C -2.746176 -5.598192 -1.261623 -0.01 0.01 0.02
C -1.952917 -5.987180 -2.330380 0.00 0.00 -0.01
C -0.773019 -5.306187 -2.601887 0.00 0.00 0.00
C -0.391962 -4.232741 -1.812334 0.04 -0.04 0.00
H -3.564748 -1.942668 -0.944075 -0.02 0.01 -0.02
H -3.661074 -0.202638 -1.250016 0.00 0.01 0.01
H -3.589495 -0.824568 0.432940 0.00 0.00 0.01
H -1.651816 -2.039309 -2.922791 0.00 0.00 -0.02
H -0.035571 -1.292735 -2.850489 0.00 -0.01 0.01
H -1.480944 -0.277160 -3.100264 0.01 0.01 -0.01
H -1.286103 -2.670756 1.075564 0.02 -0.05 0.02
H 0.291195 -2.638074 0.278493 0.00 0.04 -0.06
H -2.976607 -4.235382 0.378913 0.00 -0.01 0.00
H -3.657112 -6.136803 -1.036984 0.00 0.00 0.00
H -2.246510 -6.827649 -2.944573 0.00 0.00 0.00
H -0.144248 -5.617817 -3.425252 0.00 0.00 0.00
H 0.538198 -3.713220 -2.019303 0.00 -0.01 0.02
```
Forces are in eV/Å.



No. 2
BrI2P | wB97M-V/def2-TZVPD

energy relative to the best compared isomer or geometry (same formula, charge and spin) = 47.5 kcal per mole

The geometry in XYZ format:
```
4
Properties=species:S:1:pos:R:3:forces:R:3
P -0.548852 -0.219391 0.348001 -0.02 -0.78 0.28
Br 1.483906 0.063971 -0.435734 0.04 0.09 -0.05
I 0.301577 3.601503 -1.657465 0.02 -0.10 0.04
I -0.460822 -2.571319 1.145635 -0.04 0.79 -0.26
```
Forces are in eV/Å.



No. 3
C8H17AlF6NNaO11S4 | wB97M-V/def2-TZVPD

energy relative to the best compared isomer or geometry (same formula, charge and spin) = 0.0 kcal per mole
charge = +2

The geometry in XYZ format:
```
49
Properties=species:S:1:pos:R:3:forces:R:3
Na 0.670260 24.793416 -31.881276 0.26 -0.65 0.15
Al 4.631347 22.487945 -33.056204 -0.73 0.66 0.22
C 1.314760 28.160195 -29.984810 0.47 -2.34 -0.14
F 2.198905 27.536245 -30.783711 0.07 0.17 -0.49
F 1.133979 27.337047 -28.968796 -0.17 0.52 0.70
F 1.766599 29.309959 -29.666564 -0.37 0.75 0.24
S -0.301624 28.240915 -30.984774 0.92 4.35 -1.62
O -1.155496 29.196166 -30.304937 0.45 -2.27 0.30
O 0.167109 28.756554 -32.247347 -0.21 -1.59 0.05
N -0.673495 26.598317 -31.077243 -0.53 1.57 0.99
S -1.973872 26.479480 -30.086891 -3.01 -0.68 0.63
O -1.570848 26.518763 -28.713273 0.37 0.18 -0.25
O -3.051694 27.353568 -30.538236 1.44 -1.05 0.19
C -2.594888 24.716536 -30.413241 -0.14 0.50 -0.67
F -3.620413 24.434727 -29.674733 -0.16 0.37 0.36
F -2.938921 24.725390 -31.697168 0.19 -0.32 -0.10
F -1.631730 23.844246 -30.186503 0.59 -0.05 -0.19
O 2.860225 24.539967 -32.622578 -0.15 -0.29 0.37
H 2.884230 25.485969 -32.832443 0.54 -0.02 -0.31
O 2.226212 24.355864 -37.477832 -0.34 -0.20 1.54
S 1.817789 23.961035 -36.151161 -1.05 0.11 -2.00
O 2.814171 23.408282 -35.277671 0.92 -0.37 0.96
O 1.123980 25.142314 -35.330612 0.42 0.00 0.51
C 1.885556 26.395393 -35.151288 -0.77 0.66 -0.40
C 1.786806 27.132204 -36.486070 0.67 0.91 0.11
C 0.416914 22.853946 -36.254127 -0.21 0.54 0.35
H 2.870516 26.233622 -34.704591 0.36 -0.52 -0.89
H 1.423712 26.987168 -34.354525 -0.82 -0.41 -0.17
H 0.807462 27.010243 -36.943618 0.05 -0.54 0.04
H 2.590276 26.835717 -37.154032 -0.24 -0.11 -0.19
H 1.843070 28.219111 -36.385040 0.34 -0.07 0.44
H -0.467206 23.401700 -36.578722 0.20 0.24 -0.08
H 0.223732 22.474431 -35.253007 0.13 -0.21 -0.07
H 0.593836 22.065683 -36.981133 0.42 0.00 0.11
O 3.832127 22.605616 -30.311090 0.00 0.53 0.15
S 3.019453 23.483540 -29.487798 0.74 0.59 0.22
O 1.643721 23.628111 -29.889339 -0.05 0.45 -0.06
O 2.980726 22.987116 -27.984406 0.32 0.44 -1.49
C 4.233356 22.586327 -27.399131 1.33 -1.95 1.84
C 4.005828 21.305138 -26.599133 -0.75 -0.34 0.84
C 3.775563 25.147740 -29.243695 -0.64 -1.19 0.57
H 4.686421 23.301474 -26.709379 -0.92 0.69 -0.08
H 5.086932 22.356018 -28.040675 -0.72 0.23 -1.07
H 4.884650 21.107429 -25.984188 0.18 -0.14 -0.32
H 3.703813 20.410888 -27.146322 0.59 0.19 -0.61
H 3.194501 21.334803 -25.863830 0.01 0.81 -0.05
H 4.786459 25.055391 -28.851672 0.09 -0.23 -0.29
H 3.163076 25.516843 -28.421038 -0.08 0.30 -0.16
H 3.719052 25.780928 -30.119977 -0.01 -0.22 -0.18
```
Forces are in eV/Å.



No. 4
C21H58N2O23S6 | wB97M-V/def2-TZVPD

charge = -1
multiplicity = 2
E = -5063.684428 Eh

The geometry in XYZ format:
```
110
Properties=species:S:1:pos:R:3:forces:R:3
C 0.204290 0.993812 -0.599879 1.14 0.03 -0.07
O -1.170399 0.762382 -0.754433 -0.30 -0.10 -0.13
H 0.380161 1.589177 0.296058 0.23 0.21 0.05
H 0.786559 0.074382 -0.538822 -0.15 -0.32 0.28
H 0.665406 1.474980 -1.462401 -0.61 0.32 -0.09
H -1.390467 0.141398 -0.056191 -0.31 -0.23 -0.04
O -2.580739 3.667273 1.258280 -1.19 1.02 -1.90
S -3.454250 3.976627 0.118538 -1.27 -0.40 -1.05
O -4.788890 4.577746 0.296928 2.74 -0.67 -0.01
O -2.667013 4.897969 -1.041157 -0.83 -0.71 2.16
C -1.237600 5.056575 -0.921028 2.00 -0.37 -1.18
C -0.807340 6.390607 -1.569456 -1.73 -0.27 0.50
C -3.744515 2.404004 -0.831807 1.73 0.95 -0.14
H -0.744948 4.277725 -1.503078 -0.28 -0.42 -0.14
H -0.816488 4.901822 0.072369 -0.64 0.39 0.25
H -1.304523 6.473759 -2.535891 0.06 -0.11 -0.14
H 0.259720 6.539820 -1.734419 -0.08 -0.25 0.51
H -1.286721 7.144065 -0.944477 0.54 0.54 -0.06
H -2.857839 2.264988 -1.450348 0.30 0.17 0.15
H -4.544765 2.458556 -1.569865 -0.48 0.14 0.83
H -3.653589 1.568693 -0.137481 -0.75 0.15 0.04
O -1.719106 -6.535304 1.825955 0.13 1.24 0.49
S -1.431633 -5.350320 2.601548 -0.15 -0.57 1.11
O -0.778789 -5.523618 3.909717 -1.09 0.66 -2.01
O -0.536928 -4.388167 1.660380 -1.70 -1.79 -0.12
C 0.303251 -3.473036 2.277219 2.58 0.17 -0.14
C 1.155269 -2.831740 1.210445 -0.10 1.70 -0.57
C -2.953767 -4.287192 2.690769 1.50 0.04 0.59
H 1.092516 -4.015655 2.797542 -0.60 -0.13 1.07
H -0.243108 -2.764200 2.899433 0.12 0.06 0.00
H 1.875994 -3.422945 0.645541 -0.45 -0.74 0.28
H 1.783664 -2.081397 1.690251 -0.11 0.14 0.27
H 0.566978 -2.279940 0.477285 -0.18 -0.02 -0.12
H -3.844596 -4.807776 3.042195 0.17 -0.39 -0.79
H -2.916015 -3.772188 1.730841 -0.80 -0.41 -0.10
H -2.809615 -3.514038 3.445456 0.51 -0.01 0.10
O 3.754605 5.313718 -0.924707 0.21 -1.00 0.57
S 3.072029 4.196445 -0.311715 -2.62 1.08 -2.00
O 1.911557 4.541634 0.500997 0.95 -0.87 -0.85
O 2.562631 3.201338 -1.497656 0.14 0.63 2.87
C 3.570260 2.675083 -2.378611 -0.16 0.05 -0.60
C 3.184069 3.323864 -3.664181 0.77 -0.14 -1.52
C 4.094162 3.173785 0.630730 1.05 0.59 0.22
H 3.563816 1.585627 -2.412420 -0.92 -0.11 -0.03
H 4.596325 2.864581 -2.063374 0.00 0.79 0.15
H 2.131540 3.225060 -3.929737 0.04 -0.51 0.35
H 3.762306 2.835940 -4.448827 -0.06 0.19 -0.33
H 3.369267 4.397922 -3.678394 0.33 -0.01 0.25
H 3.858318 3.603633 1.604239 0.30 -0.83 0.39
H 5.114953 3.452800 0.369517 0.07 -0.27 0.08
H 3.903355 2.115323 0.453677 -0.24 0.24 0.43
O 5.535762 -3.020188 0.222439 -0.04 0.75 -0.95
S 4.726483 -2.469669 -0.850284 0.41 -1.34 -1.12
O 5.300992 -2.058903 -2.136708 -0.90 -0.72 2.41
O 3.587542 -3.722232 -1.127611 0.67 5.17 2.21
C 4.051512 -4.966243 -1.405841 -0.37 -2.94 -2.33
C 3.826197 -5.057669 -2.939526 1.28 -0.93 0.69
C 3.725049 -1.143463 -0.144454 -0.44 -0.83 0.30
H 3.418218 -5.683871 -0.884263 -0.48 0.10 0.05
H 5.033136 -5.334240 -1.107358 0.52 1.10 0.13
H 2.882638 -4.557627 -3.158080 0.20 -0.28 -0.36
H 3.917008 -6.089195 -3.279833 -0.64 -0.21 -0.04
H 4.688358 -4.600232 -3.424833 -0.32 0.62 -0.10
H 2.741704 -1.221940 -0.608119 0.06 0.29 -0.07
H 4.153353 -0.143106 -0.207202 0.31 -0.37 -0.80
H 3.666175 -1.331259 0.927629 -0.13 -0.34 -0.18
O -5.173645 -3.578531 -0.740929 0.81 1.88 0.34
S -4.267079 -2.451304 -0.947161 0.51 -1.23 -1.89
O -3.324567 -2.043175 0.101015 -1.43 -0.57 -2.01
O -3.428321 -2.863598 -2.340235 -0.55 0.55 1.42
C -4.218963 -3.257649 -3.509365 0.14 0.40 -1.07
C -3.458645 -2.909932 -4.816952 -0.07 0.29 0.44
C -5.170935 -0.968061 -1.585099 -0.09 -0.59 1.09
H -5.172030 -2.729220 -3.486504 -0.04 -0.04 0.03
H -4.440240 -4.322721 -3.578200 0.20 -0.08 0.91
H -3.826895 -3.468246 -5.677640 -0.25 -0.45 0.29
H -2.395920 -3.133490 -4.723564 0.03 0.20 0.08
H -3.596721 -1.877215 -5.137158 0.29 0.19 0.44
H -5.472355 -0.435151 -0.683293 0.16 0.13 0.01
H -6.098800 -1.267970 -2.072148 0.31 -0.24 -0.13
H -4.542944 -0.342765 -2.219711 0.16 -0.32 0.14
O 2.398024 0.535798 2.330973 -0.94 -0.18 -0.06
S 1.241047 0.801148 3.138049 1.43 1.29 3.41
O -0.102932 0.389374 2.900824 0.05 -0.60 -0.87
O 1.683456 0.259554 4.660925 0.10 0.41 -2.47
C 0.665190 0.332022 5.618094 -1.14 -2.60 1.90
C 1.277737 0.059595 6.971288 0.00 1.07 0.93
C 1.196649 2.535247 3.657018 0.58 -0.39 -0.66
H 0.056628 -0.570299 5.558312 -0.63 0.14 -0.96
H -0.028212 1.172606 5.644765 0.55 0.33 -0.45
H 1.716841 -0.927324 7.117113 0.55 0.23 -0.65
H 0.509343 0.043510 7.744219 -0.40 0.34 -0.14
H 1.922842 0.903238 7.216689 0.54 -0.38 0.31
H 1.569195 3.139679 2.829987 -0.77 0.19 -0.23
H 1.940098 2.670314 4.442594 -0.18 -0.30 0.08
H 0.182608 2.702403 4.020149 0.16 0.41 -0.34
C -3.305425 1.402715 2.826648 0.43 -1.01 0.58
N -3.075974 0.902258 4.217437 -0.36 1.67 -0.14
O -2.281945 1.519269 4.884141 1.05 0.22 0.52
O -3.827657 0.079717 4.655190 -0.50 -1.30 0.23
H -3.795226 2.365726 2.970869 -0.17 -0.30 -0.31
H -3.890066 0.570987 2.433534 -0.14 0.63 -0.69
H -2.328822 1.548260 2.364962 -0.26 -0.09 -0.02
C -0.108967 0.748877 -4.656489 1.76 -1.77 -0.16
N 0.875098 -0.404539 -4.568586 -3.54 1.26 -1.36
O 0.443216 -1.582597 -4.750059 -0.99 -1.40 -0.23
O 1.999236 -0.160848 -4.129098 3.62 1.13 1.72
H -1.074532 0.413521 -4.277905 -0.03 0.24 0.32
H -0.199758 0.985399 -5.716635 -0.15 0.32 -0.08
H 0.436884 1.517657 -4.109574 -0.69 0.34 0.04
```
Forces are in eV/Å.